# 1
Formula: C3H7NO2
Source: OMol25
Level of theory: ωB97M-V with the def2-TZVPD basis set

XYZ file:
```
13
Properties=species:S:1:pos:R:3:forces:R:3:lowdin_charge:R:1
C -0.929039 0.553441 2.039333 -0.085 -0.028 0.271 -0.047
O -0.534993 0.856277 0.697373 0.095 -0.024 -0.107 -0.037
C 0.164209 -0.112727 0.090520 0.162 -0.375 0.103 -0.499
O 0.392592 -1.188495 0.595189 -0.093 0.392 -0.179 0.092
C 0.661275 0.276146 -1.291762 0.045 0.182 -0.002 -0.190
N 0.662825 -0.828382 -2.233126 -0.074 -0.157 0.115 0.005
H -1.699770 1.276442 2.306793 0.132 -0.079 -0.069 0.092
H -0.067650 0.652933 2.706100 -0.133 -0.027 -0.071 0.099
H -1.311009 -0.467315 2.104878 0.016 0.173 -0.003 0.092
H 1.693697 0.626835 -1.163296 -0.160 0.003 0.013 0.128
H 0.089988 1.119109 -1.688525 0.002 -0.129 0.111 0.120
H 1.167550 -1.601793 -1.808120 -0.029 0.034 -0.105 0.070
H -0.289675 -1.162469 -2.355356 0.122 0.035 -0.076 0.075
```
Positions in Å, forces in eV/Å.

**Strongest force on any atom**: 0.0086 hartree/bohr
**Frontier orbital gap**: 10.65 eV
**Energy relative to the best compared isomer or geometry (same formula, charge and spin)**: 88.6 kJ/mol
**Lowest unoccupied orbital energy**: 0.886 eV
**SMILES**: COC(=O)CN
**Spin multiplicity**: 1


# 2
Formula: C12H31AgBBrN2O10P3
Source: OMol25
Level of theory: ωB97M-V with the def2-TZVPD basis set

XYZ file:
```
61
Properties=species:S:1:pos:R:3:forces:R:3:lowdin_charge:R:1
C 0.184278 -0.579646 3.993565 0.077 0.073 -0.058 -0.052
C -0.667387 -1.844840 3.876844 0.021 -0.110 -0.020 -0.219
O -1.297569 -1.952906 2.599214 -0.151 -0.140 0.129 -0.127
C -0.487519 -2.549031 1.639632 0.072 0.130 -0.164 -0.229
O -1.133996 -2.513943 0.387247 -0.041 -0.135 0.065 -0.094
C -1.889407 -1.364798 0.067196 0.123 0.157 -0.032 -0.312
C -0.954577 -0.290329 -0.567748 0.574 -0.306 -0.074 -0.657
Br -1.990168 0.867504 -1.821378 -0.318 0.211 -0.058 0.872
C 0.228222 -0.855345 -1.353067 0.000 0.176 -0.122 -0.191
C -0.065524 -1.785644 -2.523865 -0.050 0.104 0.037 -0.206
C 1.205190 -2.166509 -3.283526 -0.001 0.018 0.109 -0.193
C 2.244590 -2.913030 -2.444535 -0.066 -0.027 -0.062 -0.290
N 1.797312 -4.201289 -1.928642 0.048 -0.036 0.145 0.011
O -0.466497 0.420162 0.542375 -0.413 -0.090 0.132 -0.188
C -0.099262 1.800261 0.612801 0.259 0.296 -0.014 -0.438
P -1.640025 2.844366 0.889785 -0.085 -0.196 0.163 0.923
P -1.321856 4.638678 -0.264484 -0.020 -0.170 -0.018 0.257
O -1.669046 4.424132 -1.697873 -0.113 0.591 0.059 -0.428
O 0.141360 5.234264 -0.065950 0.011 -0.227 0.195 -0.135
O -2.240807 5.695103 0.467783 0.010 0.021 -0.119 -0.133
B 1.112192 2.214869 -0.358229 -0.066 -0.046 -0.072 -0.643
O 0.906594 2.525253 -1.686587 0.183 -0.014 -0.089 0.065
N 2.487803 2.227759 0.112762 -0.020 -0.006 0.083 -0.123
C 2.702364 3.070522 1.294894 -0.056 -0.042 -0.025 -0.064
C 3.034919 0.883526 0.338211 0.074 -0.035 -0.080 -0.054
P -3.352187 -2.014372 -0.838192 0.102 0.258 0.105 0.440
O -3.164637 -2.385945 -2.234705 -0.055 -0.016 -0.057 -0.242
O -4.383703 -0.826620 -0.512759 0.117 -0.172 0.051 -0.151
O -3.844924 -3.221141 0.063704 0.002 -0.138 -0.149 -0.079
H 1.247234 -0.797914 4.099294 -0.023 -0.013 0.015 0.076
H -0.119826 0.029381 4.843897 0.018 -0.014 0.000 0.077
H 0.055107 0.016904 3.086952 -0.042 -0.022 0.050 0.055
H -1.483172 -1.857128 4.596561 0.019 0.092 -0.005 0.123
H -0.068537 -2.743073 4.059153 -0.028 0.012 0.020 0.122
H 0.487520 -2.039798 1.569517 -0.032 0.064 0.089 0.135
H -0.338225 -3.611511 1.856720 0.057 0.018 -0.031 0.152
H -2.292464 -0.910815 0.976757 0.012 0.032 -0.072 0.136
H 0.854930 -1.351205 -0.610960 -0.032 -0.060 0.036 0.111
H 0.799799 0.008437 -1.716076 -0.025 -0.090 0.019 0.102
H -0.765837 -1.299918 -3.205749 -0.006 -0.062 -0.012 0.090
H -0.570563 -2.680515 -2.163897 -0.012 -0.029 0.004 0.102
H 1.673410 -1.272827 -3.714516 -0.033 0.002 0.009 0.109
H 0.921484 -2.805194 -4.125405 0.035 0.042 -0.016 0.116
H 3.144360 -3.057727 -3.049534 -0.050 -0.028 -0.021 0.105
H 2.558156 -2.301535 -1.593611 0.045 -0.005 -0.015 0.094
H 1.379943 -4.128879 -1.011433 -0.074 0.050 -0.041 0.056
H 1.120514 -4.646909 -2.535287 0.065 0.000 -0.057 0.073
H 0.363196 1.845701 1.602997 -0.039 -0.084 0.000 0.087
H -1.226860 3.451540 2.097058 0.049 0.123 -0.030 -0.046
H 0.610312 5.403035 -0.890240 0.020 0.132 -0.120 0.096
H -3.018260 5.960970 -0.040681 -0.068 0.039 0.023 0.105
H 1.790762 2.651181 -2.067169 0.036 0.063 0.038 0.129
H 2.137099 3.999939 1.208958 0.032 0.005 0.020 0.081
H 2.409810 2.568311 2.228359 -0.014 0.013 -0.011 0.093
H 3.759883 3.325733 1.371103 -0.012 -0.015 0.005 0.099
H 2.489749 0.338653 1.123898 0.036 0.008 -0.007 0.092
H 4.077653 0.967097 0.646602 -0.014 0.017 -0.015 0.099
H 3.008964 0.291044 -0.578208 -0.034 0.024 0.020 0.085
H -5.227802 -0.948192 -0.961558 -0.139 0.073 -0.139 0.097
H -4.232043 -2.973279 0.909042 0.005 0.035 0.134 0.098
Ag -0.922026 3.187479 -3.317017 0.028 -0.552 0.051 0.729
```
Positions in Å, forces in eV/Å.

**Strongest force on any atom**: 0.0127 hartree/bohr
**Charge**: +1
**Frontier orbital gap**: 6.87 eV
**Lowest unoccupied orbital energy**: -4.180 eV
**Spin multiplicity**: 1


Respective HOMO energy values: -9.764, -11.048 eV.